DFT (ωB97M-V/def2-TZVPD) results for a 9-piece molecular cluster, C69H106N5O21 overall.

XYZ file:
```
201
Properties=species:S:1:pos:R:3:lowdin_charge:R:1
C -2.32 -7.16 -0.62 -0.027
C -0.79 -6.94 -0.61 -0.511
C -0.21 -8.11 -1.39 -0.134
C 1.24 -7.92 -1.88 -0.174
C 1.33 -6.60 -2.60 -0.159
C 0.95 -5.45 -1.74 -0.511
N -0.38 -5.71 -1.25 -0.041
O -1.07 -4.57 -0.75 -0.037
C 1.89 -5.22 -0.58 -0.022
C 1.00 -4.13 -2.62 -0.015
C -0.32 -6.91 0.84 -0.023
H -2.58 -8.17 -0.33 0.090
H -2.81 -7.20 -1.59 0.087
H -2.80 -6.39 -0.01 0.072
H -0.28 -9.01 -0.77 0.131
H -0.79 -8.25 -2.31 0.127
H 1.45 -8.71 -2.60 0.113
H 1.97 -8.06 -1.09 0.108
H 0.70 -6.62 -3.50 0.136
H 2.35 -6.49 -2.97 0.128
H 2.83 -4.77 -0.90 0.092
H 1.47 -4.41 0.03 0.086
H 2.15 -6.07 0.06 0.075
H 0.13 -4.11 -3.27 0.077
H 0.92 -3.26 -1.97 0.065
H 1.85 -4.12 -3.30 0.093
H -0.90 -7.53 1.53 0.093
H -0.36 -5.96 1.36 0.077
H 0.69 -7.32 0.91 0.076
C 3.90 4.48 -6.19 -0.024
C 4.21 4.48 -4.70 -0.522
C 2.94 4.00 -3.94 -0.130
C 3.18 3.80 -2.42 -0.169
C 4.25 2.72 -2.29 -0.140
C 5.59 3.02 -2.99 -0.492
N 5.23 3.54 -4.32 -0.067
O 6.33 3.49 -5.20 -0.043
C 6.39 4.09 -2.23 -0.014
C 6.38 1.71 -3.05 -0.030
C 4.61 5.90 -4.26 -0.022
H 3.07 5.17 -6.32 0.088
H 3.59 3.49 -6.54 0.091
H 4.81 4.85 -6.66 0.081
H 2.15 4.75 -4.05 0.124
H 2.72 3.01 -4.32 0.095
H 2.22 3.52 -1.98 0.099
H 3.35 4.77 -1.96 0.101
H 3.81 1.80 -2.71 0.123
H 4.41 2.51 -1.23 0.114
H 6.80 4.82 -2.92 0.077
H 5.76 4.67 -1.56 0.078
H 7.19 3.71 -1.60 0.085
H 7.34 1.88 -3.52 0.083
H 6.43 1.37 -2.01 0.086
H 5.83 0.91 -3.54 0.086
H 5.62 6.20 -4.54 0.091
H 4.46 6.03 -3.18 0.065
H 3.91 6.68 -4.60 0.086
C -1.99 2.15 -4.57 -0.037
C -0.96 1.17 -5.03 -0.471
C -0.75 0.22 -3.82 -0.124
C -0.11 -1.11 -4.20 -0.149
C -0.95 -1.77 -5.27 -0.146
C -1.02 -0.96 -6.55 -0.555
N -1.44 0.36 -6.15 -0.064
O -1.81 1.15 -7.22 -0.021
C 0.31 -0.93 -7.25 -0.020
C -1.99 -1.67 -7.43 -0.033
C 0.37 1.90 -5.42 -0.007
H -2.91 1.68 -4.20 0.080
H -2.28 2.94 -5.25 0.086
H -1.65 2.75 -3.71 0.084
H -0.19 0.76 -3.05 0.118
H -1.66 0.04 -3.25 0.091
H -0.01 -1.77 -3.33 0.089
H 0.88 -0.90 -4.62 0.104
H -1.95 -1.99 -4.87 0.104
H -0.54 -2.78 -5.50 0.129
H 0.68 -1.92 -7.53 0.095
H 0.31 -0.42 -8.21 0.092
H 1.10 -0.47 -6.65 0.066
H -1.97 -1.25 -8.44 0.088
H -1.73 -2.72 -7.49 0.094
H -3.00 -1.57 -7.02 0.094
H 0.44 2.80 -4.82 0.073
H 0.39 2.26 -6.44 0.085
H 1.24 1.25 -5.48 0.064
C 2.82 1.85 6.41 -0.025
C 4.09 1.13 6.01 -0.511
C 3.75 -0.30 5.59 -0.135
C 3.30 -0.56 4.14 -0.151
C 4.24 0.22 3.21 -0.145
C 4.38 1.70 3.48 -0.540
N 4.73 1.78 4.88 -0.080
O 5.28 2.98 5.21 -0.017
C 5.41 2.23 2.53 -0.028
C 3.11 2.45 3.25 -0.028
C 5.01 1.03 7.23 -0.031
H 2.02 1.72 5.71 0.055
H 3.02 2.88 6.71 0.093
H 2.38 1.45 7.34 0.095
H 4.70 -0.85 5.64 0.120
H 3.05 -0.83 6.23 0.124
H 2.27 -0.29 3.94 0.098
H 3.47 -1.62 3.90 0.118
H 3.92 0.07 2.17 0.116
H 5.24 -0.21 3.26 0.122
H 5.54 3.31 2.62 0.087
H 6.36 1.71 2.57 0.095
H 5.09 2.19 1.49 0.082
H 3.23 3.44 3.70 0.109
H 2.82 2.51 2.20 0.070
H 2.23 2.06 3.73 0.043
H 6.06 1.01 6.96 0.084
H 4.75 0.17 7.86 0.094
H 5.02 1.91 7.88 0.080
C -3.54 -2.09 3.23 -0.009
C -3.37 -3.46 3.96 -0.460
C -2.84 -3.26 5.42 -0.115
C -3.93 -2.58 6.28 -0.158
C -5.22 -3.44 6.29 -0.160
C -5.79 -3.73 4.98 -0.541
N -4.69 -4.07 4.05 -0.065
O -5.09 -4.71 2.88 -0.036
C -6.76 -4.88 5.15 -0.037
C -6.54 -2.56 4.37 -0.016
C -2.36 -4.32 3.21 -0.039
H -3.99 -1.32 3.84 0.037
H -4.05 -2.21 2.27 0.072
H -2.55 -1.67 3.01 0.081
H -2.47 -4.20 5.86 0.122
H -1.87 -2.73 5.50 0.118
H -4.12 -1.54 6.07 0.099
H -3.59 -2.62 7.31 0.108
H -5.87 -2.99 7.04 0.131
H -4.91 -4.38 6.75 0.129
H -7.46 -4.67 5.97 0.098
H -7.33 -5.13 4.25 0.084
H -6.23 -5.83 5.23 0.093
H -5.97 -1.66 4.24 0.059
H -6.87 -2.85 3.37 0.091
H -7.41 -2.21 4.94 0.097
H -2.62 -4.48 2.16 0.071
H -2.31 -5.34 3.60 0.088
H -1.34 -4.03 3.39 0.088
C -1.84 0.77 -0.26 0.090
C -1.22 -0.32 0.20 -0.221
C 0.22 -0.41 0.66 -0.285
O 0.58 -1.53 1.00 0.105
C 0.95 0.83 0.85 0.082
C 0.37 1.95 0.38 -0.205
C -0.97 1.96 -0.25 -0.307
O -1.30 3.06 -0.69 0.091
O 1.14 3.09 0.47 0.048
O -1.91 -1.46 0.17 0.088
H -2.87 0.81 -0.58 0.113
H 1.93 0.84 1.31 0.111
H 0.60 3.92 0.46 0.077
H -1.29 -2.21 0.37 0.118
C -1.04 8.85 -1.04 0.084
C -0.69 7.56 -1.03 -0.219
C 0.01 6.91 0.08 -0.287
O 0.24 5.71 -0.06 0.080
C 0.59 7.67 1.17 0.077
C 0.35 8.98 1.14 -0.180
C -0.47 9.67 0.00 -0.321
O -0.60 10.84 0.17 0.130
O 0.83 9.79 2.14 0.082
O -1.09 6.79 -2.08 0.103
H -1.53 9.26 -1.91 0.143
H 1.14 7.20 1.97 0.137
H 0.34 10.63 2.11 0.120
H -1.07 5.83 -1.90 0.121
C -4.06 -1.28 -2.98 0.073
C -4.62 -0.43 -2.07 -0.269
C -5.06 -0.82 -0.68 -0.307
O -5.45 0.13 0.01 0.071
C -5.00 -2.21 -0.29 0.051
C -4.44 -3.10 -1.12 -0.228
C -3.87 -2.63 -2.47 -0.278
O -3.35 -3.56 -3.09 0.081
O -4.38 -4.38 -0.80 0.110
O -4.77 0.81 -2.45 0.103
H -3.85 -0.99 -4.00 0.126
H -5.35 -2.51 0.69 0.119
H -3.97 -4.87 -1.56 0.125
H -5.12 1.32 -1.68 0.138
C -2.45 4.04 3.02 0.099
C -1.34 3.33 3.29 -0.231
C -1.29 1.89 3.74 -0.261
O -0.14 1.47 3.98 0.067
C -2.53 1.16 3.94 0.068
C -3.66 1.81 3.71 -0.218
C -3.69 3.25 3.18 -0.302
O -4.81 3.62 2.97 0.123
O -4.83 1.19 3.98 0.093
O -0.18 3.98 3.10 0.083
H -2.45 5.04 2.60 0.133
H -2.58 0.14 4.31 0.110
H -5.52 1.68 3.47 0.138
H 0.52 3.36 3.42 0.104
```

The spin multiplicity is 6. Its frontier orbital gap (spin up / spin down) is 0.2454 / 0.2824 Eh. The calculation puts the HOMO energy (spin up / spin down) at -8.44 / -9.45 eV. The value obtained for the energy is -123707.2652 eV. As for the expectation value of S²: 8.774. The calculation puts the LUMO energy (spin up / spin down) at -1.766 / -1.766 eV.

=====

DFT (ωB97M-V/def2-TZVPD) results for the molecule C3H5NO.

XYZ file:
```
10
Properties=species:S:1:pos:R:3:lowdin_charge:R:1
O -1.35 -1.23 -0.77 -0.020
C -0.14 -0.85 -0.20 -0.298
C -1.34 -0.63 0.56 -0.097
C 1.27 1.08 -0.02 -0.025
N 0.75 0.06 -0.69 -0.043
H -1.87 0.33 0.59 0.110
H -1.54 -1.30 1.40 0.102
H 0.72 1.41 0.85 0.062
H 2.31 1.33 -0.15 0.054
H 1.19 -0.21 -1.56 0.157
```

Its frontier orbital gap (spin up / spin down) is 0.2851 / 0.3033 Eh. For the energy above the lowest of the compared OMol25 structures with the same formula, charge and spin, the calculation gives 425.7 kJ/mol. The calculation puts the HOMO energy (spin up / spin down) at -7.17 / -7.45 eV. The value obtained for the energy is -6725.1611 eV. The calculation puts the LUMO energy (spin up / spin down) at 0.588 / 0.806 eV.

=====

DFT (ωB97M-V/def2-TZVPD) results for the molecule C2H4N4O.

XYZ file:
```
11
Properties=species:S:1:pos:R:3:lowdin_charge:R:1
C -1.08 -0.13 -0.18 -0.494
C 1.60 -0.11 -0.10 -0.238
H -2.77 0.73 -0.14 0.050
H -0.62 1.97 0.43 0.174
H 2.72 -0.10 0.06 0.146
H 1.41 -1.83 0.23 0.099
N -2.37 -0.20 0.10 0.112
N -0.30 1.02 0.08 0.010
N 1.02 1.04 -0.38 0.035
N 0.82 -1.07 0.41 0.075
O -0.43 -1.32 -0.51 0.032
```

As for the SMILES: [H]/N=C1\NN=CNO1. Its frontier orbital gap is 0.3366 Eh. For the energy above the lowest of the compared OMol25 structures with the same formula, charge and spin, the calculation gives 482.4 kJ/mol. The calculation puts the HOMO energy at -9.03 eV. The value obtained for the energy is -10142.1350 eV. The calculation puts the LUMO energy at 0.128 eV.

=====

DFT (ωB97M-V/def2-TZVPD) results for a 2-piece molecular cluster, C12H14NO2 overall.

XYZ file:
```
29
Properties=species:S:1:pos:R:3:lowdin_charge:R:1
C 2.90 -0.83 0.54 -0.076
C 1.71 -0.77 -0.33 -0.224
C 1.07 0.07 -1.20 -0.056
C 0.82 -1.93 -0.23 -0.125
C -0.30 -1.76 -1.07 -0.197
C 0.93 -3.03 0.77 0.005
C -1.34 -2.78 -0.99 -0.043
C -0.19 -3.88 0.84 -0.101
C -1.34 -3.58 0.04 -0.155
N -0.11 -0.55 -1.66 0.051
H 2.62 -0.91 1.58 0.082
H 3.79 -0.16 0.48 0.093
H 1.18 1.13 -1.65 0.157
H -0.72 -0.10 -2.39 0.184
H 1.81 -3.25 1.38 0.092
H -2.13 -2.75 -1.69 0.089
H -0.50 -4.69 1.43 0.067
H -2.21 -4.18 0.37 0.107
H 3.54 -1.56 0.24 0.030
C -0.11 2.60 0.75 -0.167
C -0.48 2.57 2.28 -0.122
C -0.95 3.74 0.00 -0.737
O -1.93 4.28 0.57 -0.105
O -0.82 3.99 -1.23 -0.142
H 1.00 2.53 0.60 0.086
H -0.52 1.62 0.34 0.087
H -0.82 1.56 2.37 0.038
H -1.13 3.28 2.59 -0.001
H 0.48 2.71 2.93 0.084
```

Its charge is -1. Its frontier orbital gap is 0.2340 Eh. For the energy above the lowest of the compared OMol25 structures with the same formula, charge and spin, the calculation gives 343.2 kJ/mol. The calculation puts the HOMO energy at -3.42 eV. The value obtained for the energy is -18255.0927 eV. The calculation puts the LUMO energy at 2.947 eV.

=====

DFT (ωB97M-V/def2-TZVPD) results for C30H43BCl2N6RuS as an isolated structure.

XYZ file:
```
84
Properties=species:S:1:pos:R:3:lowdin_charge:R:1
Ru -0.09 0.24 0.32 1.305
C 0.35 -3.44 -3.43 0.014
C 0.77 -2.16 -2.80 -0.224
C 1.64 -1.19 -3.28 0.060
C 1.75 -0.22 -2.29 -0.215
N 0.93 -0.56 -1.28 -0.031
N 0.36 -1.78 -1.58 0.043
B -0.40 -2.58 -0.48 -0.465
N -1.78 -1.95 -0.15 0.040
N -1.86 -0.77 0.57 -0.053
C -3.16 -0.55 0.85 -0.219
C -3.91 -1.56 0.27 0.066
C -3.01 -2.43 -0.34 -0.224
C -3.28 -3.69 -1.08 0.013
C -3.68 0.55 1.75 -0.544
C -4.55 1.52 0.93 -0.028
C -2.55 1.30 2.45 -0.070
C -4.55 -0.11 2.83 -0.025
N 0.45 -2.48 0.82 0.061
N 0.68 -1.23 1.30 -0.084
C 1.47 -1.31 2.39 -0.188
C 1.74 -2.64 2.61 0.084
C 1.09 -3.36 1.60 -0.204
C 1.06 -4.82 1.35 0.017
C 1.88 -0.06 3.12 -0.529
C 1.46 -0.17 4.59 -0.012
C 1.19 1.15 2.48 -0.067
C 3.41 0.10 3.01 -0.010
C 2.77 0.89 -2.22 -0.529
C 4.15 0.21 -2.09 -0.020
C 2.57 1.78 -1.01 -0.050
C 2.75 1.72 -3.51 -0.023
H 0.72 -3.49 -4.45 0.098
H -0.74 -3.52 -3.46 0.086
H 0.73 -4.29 -2.88 0.097
H 2.18 -1.23 -4.21 0.134
H -0.53 -3.71 -0.81 0.125
H -4.98 -1.70 0.32 0.134
H -4.36 -3.84 -1.17 0.097
H -2.86 -4.55 -0.56 0.097
H -2.86 -3.66 -2.08 0.086
H -3.97 2.03 0.16 0.051
H -4.97 2.27 1.59 0.099
H -5.37 1.00 0.45 0.096
H -1.90 1.83 1.74 0.025
H -1.96 0.62 3.07 0.079
H -2.97 2.06 3.10 0.106
H -5.40 -0.63 2.40 0.088
H -4.94 0.66 3.50 0.099
H -3.98 -0.82 3.42 0.099
H 2.34 -3.06 3.41 0.137
H 1.63 -5.34 2.13 0.097
H 1.50 -5.06 0.39 0.100
H 0.04 -5.20 1.36 0.100
H 0.38 -0.30 4.69 0.094
H 1.75 0.73 5.13 0.101
H 1.95 -1.02 5.07 0.097
H 0.10 1.09 2.60 0.050
H 1.50 1.30 1.43 0.039
H 1.48 2.08 2.97 0.123
H 3.92 -0.75 3.46 0.099
H 3.72 1.00 3.53 0.102
H 3.73 0.17 1.97 0.084
H 4.18 -0.46 -1.23 0.092
H 4.92 0.96 -1.96 0.099
H 4.39 -0.37 -2.98 0.096
H 2.82 1.25 -0.09 0.057
H 1.56 2.19 -0.95 0.048
H 3.24 2.64 -1.06 0.110
H 2.79 1.09 -4.40 0.094
H 3.63 2.37 -3.54 0.104
H 1.86 2.34 -3.57 0.036
Cl -1.48 1.79 -0.99 0.748
C -0.84 3.32 -1.63 -0.597
C -0.68 4.35 -0.74 -0.087
C -0.21 5.57 -1.25 -0.021
C 0.07 5.71 -2.60 -0.071
C -0.11 4.64 -3.47 -0.671
Cl 0.28 4.87 -5.12 0.765
C -0.59 3.38 -3.02 -0.754
S -0.79 2.03 -4.05 0.783
H -0.92 4.23 0.30 0.114
H -0.08 6.41 -0.59 0.128
H 0.43 6.65 -2.99 0.122
```

The spin multiplicity is 5. Its charge is +2. Its frontier orbital gap (spin up / spin down) is 0.2649 / 0.2059 Eh. For the energy above the lowest of the compared OMol25 structures with the same formula, charge and spin, the calculation gives 49.2 kJ/mol. The calculation puts the HOMO energy (spin up / spin down) at -13.90 / -14.00 eV. The value obtained for the energy is -79874.0211 eV. As for the expectation value of S²: 6.042. The calculation puts the LUMO energy (spin up / spin down) at -6.691 / -8.397 eV.

=====

- What is the formula in the first record?
  C69H106N5O21